No. 1
The following is a quantum chemistry calculation of a structure of composition C3H7N3S at a distorted geometry, from the OMol25 dataset.

```
14
Properties=species:S:1:pos:R:3:forces:R:3:nbo_charge:R:1
C 0.573 -0.600 -0.015 1.21 -1.04 -0.69 0.353
C -0.424 -0.338 0.850 -1.41 -1.67 0.98 -0.526
C -0.613 1.080 1.105 -1.48 -0.33 1.03 0.135
H 2.318 -2.072 -1.076 -4.91 1.14 3.44 0.392
H 0.872 -2.754 0.368 0.69 2.70 -1.23 0.413
H -0.038 1.171 -0.962 4.96 -2.29 -0.26 0.416
H 2.093 0.810 -0.680 -3.70 -1.12 -0.43 0.398
H -1.108 -1.116 1.392 1.77 1.47 -0.94 0.232
H -0.265 1.482 2.114 -0.44 -0.12 -1.35 0.192
H -2.319 0.202 -1.185 0.77 2.78 -0.32 0.133
N 1.125 -1.853 -0.183 3.82 -3.20 -2.13 -0.817
N 1.050 0.401 -0.872 -0.91 2.93 0.16 -0.917
N -1.276 1.875 0.375 -0.61 2.29 -0.58 -0.586
S -1.990 1.712 -1.231 0.25 -3.53 2.31 0.183
```
Forces are in eV/Å.

## Properties
2S+1 ... 1

=====

No. 2
The following is a quantum chemistry calculation of a cluster of 2 separate species, C3H7N3S in total at a distorted geometry, from the OMol25 dataset.

```
14
Properties=species:S:1:pos:R:3:forces:R:3:nbo_charge:R:1
C 0.303 0.513 -0.080 0.93 -0.66 -0.55 0.299
C -1.875 0.901 -0.177 -1.74 -1.02 4.34 -0.228
C -1.742 -0.578 0.485 -2.06 0.17 -1.55 -0.561
H 2.096 -1.461 -0.108 2.17 4.67 1.48 0.331
H 2.586 -0.230 1.500 -0.15 0.27 -4.52 0.314
H 1.737 1.635 0.130 1.09 0.47 -0.34 0.379
H -2.099 0.972 -1.254 0.28 -0.53 0.48 0.214
H -2.917 1.239 0.424 3.19 0.28 -1.46 0.204
H -2.684 -1.094 0.264 0.41 -0.42 -0.72 0.228
H -1.715 -0.754 1.569 0.43 1.27 -0.11 0.229
N 2.682 -0.158 0.243 -2.44 -4.55 2.39 -0.604
N 1.685 0.728 -0.323 -1.17 0.07 1.64 -0.472
N -0.511 1.474 0.150 -1.00 -1.20 -1.19 -0.497
S -0.257 -1.227 -0.274 0.05 1.18 0.11 0.163
```
Forces are in eV/Å.

## Properties
2S+1 ... 1

=====

No. 3
The following is a quantum chemistry calculation of a structure of composition C3H7N3S2 at a distorted geometry, from the OMol25 dataset.

```
15
Properties=species:S:1:pos:R:3:forces:R:3:nbo_charge:R:1
C 1.633 -1.205 -0.442 0.52 -1.34 0.76 -0.495
C 1.154 1.012 0.135 2.69 -5.45 -2.66 0.240
C -0.723 0.044 1.143 -4.02 -3.43 3.01 0.159
H 0.819 -1.642 0.611 2.73 0.98 -3.62 0.204
H 2.847 -1.705 -0.436 -4.43 0.15 -0.55 0.241
H 0.991 -1.030 -1.462 1.52 -1.75 2.18 0.234
H 1.382 1.963 0.258 1.85 4.33 0.57 0.163
H -1.258 2.515 -1.521 0.52 -1.00 1.98 0.133
H -0.520 0.084 2.363 0.52 0.33 -3.54 0.236
H -2.979 -2.037 -0.878 1.15 3.60 0.91 0.143
N 2.089 0.128 -0.232 -3.82 4.02 2.79 -0.407
N -0.256 0.898 0.114 1.44 -2.51 1.42 -0.692
N -1.738 -0.854 0.976 2.87 3.67 -0.50 -0.536
S -1.013 2.324 -0.086 -1.96 3.02 -1.65 0.221
S -2.429 -0.493 -0.541 -1.60 -4.62 -1.09 0.158
```
Forces are in eV/Å.

## Properties
2S+1 ... 1

=====

No. 4
The following is a quantum chemistry calculation of the ion C3H7N4 with charge +1 at a distorted geometry, from the OMol25 dataset.

```
14
Properties=species:S:1:pos:R:3:forces:R:3:nbo_charge:R:1
C 2.065 -0.720 0.677 2.87 -2.91 -0.80 -0.763
C 0.713 -1.020 0.709 -5.49 0.76 0.95 0.555
N -0.412 -0.928 0.998 4.26 -0.24 -0.97 -0.046
N -1.629 -0.510 1.165 -1.31 -0.62 -1.48 -0.314
C -2.084 0.210 0.159 -1.43 4.09 0.28 0.336
N -1.565 0.998 -0.862 4.15 -3.80 0.99 -0.439
N 0.009 0.533 -1.286 -4.53 0.12 0.06 -0.704
H 2.512 -0.413 -0.338 -0.73 -0.83 1.62 0.302
H 2.427 -1.759 1.079 0.64 1.85 -0.93 0.314
H 2.226 -0.013 1.449 0.50 0.91 0.69 0.292
H -3.118 0.596 0.436 1.12 -0.76 -0.73 0.235
H -2.085 1.814 -1.220 0.80 -0.67 -0.04 0.452
H 0.759 0.803 -0.689 -0.25 1.46 0.13 0.370
H 0.184 0.409 -2.278 -0.60 0.64 0.24 0.411
```
Forces are in eV/Å.

## Properties
Net charge ... +1
2S+1 ... 1
SMILES ... CC#[N+]/N=C\NN

=====

No. 5
The following is a quantum chemistry calculation of the ion C3H7N4 with charge +1 at a distorted geometry, from the OMol25 dataset.

```
14
Properties=species:S:1:pos:R:3:forces:R:3:nbo_charge:R:1
C -0.055 0.283 -0.094 -1.84 -1.35 0.13 0.561
C -2.216 -0.871 0.513 3.45 -0.03 0.48 -0.125
C 1.352 0.038 0.243 1.55 2.33 1.29 -0.707
N -4.017 0.463 -0.188 -1.29 1.35 -0.83 0.119
N -3.074 -0.047 0.116 -1.42 0.22 0.21 0.025
N -0.534 0.956 -1.137 4.46 1.63 1.28 -0.723
N -0.862 -0.464 0.679 0.91 0.77 -0.54 -0.501
H -2.455 -1.807 0.896 -0.73 -1.33 0.35 0.253
H 1.658 0.413 1.245 -0.55 0.15 -0.46 0.275
H 2.107 0.439 -0.410 -0.09 0.26 -0.61 0.270
H 1.520 -0.990 0.344 0.06 -1.70 -0.28 0.266
H -0.003 1.731 -1.581 -0.27 -1.26 0.47 0.444
H -1.360 0.758 -1.542 -3.56 -0.71 -1.25 0.412
H -0.341 -0.803 1.487 -0.66 -0.35 -0.24 0.432
```
Forces are in eV/Å.

## Properties
Net charge ... +1
2S+1 ... 1

=====

No. 6
The following is a quantum chemistry calculation of the ion C3H7N4O with charge +1 at a distorted geometry, from the OMol25 dataset.

```
15
Properties=species:S:1:pos:R:3:forces:R:3:nbo_charge:R:1
C 1.903 -0.798 0.101 -0.35 2.95 -0.25 0.539
C 0.198 0.738 -0.564 -0.82 2.39 0.09 -0.058
C -1.551 -0.675 0.351 -2.16 -1.72 0.25 0.162
N -1.704 -2.629 -0.846 -0.60 -2.43 -3.31 -0.319
N -1.329 -1.753 -0.169 -0.60 3.34 2.14 0.042
N 0.888 -0.423 -0.801 0.41 0.41 3.17 -0.672
N -0.826 0.445 0.652 2.15 1.16 1.06 -0.596
O 2.415 -1.838 0.210 0.62 -1.93 -0.04 -0.449
H 0.812 1.674 -0.198 -1.17 -1.69 -0.83 0.232
H -0.577 0.940 -1.399 1.71 0.06 1.21 0.260
H 2.177 0.139 0.617 0.36 -0.21 0.92 0.090
H -1.655 -3.610 -0.637 0.50 -0.37 0.88 0.395
H 1.003 -0.741 -1.675 -0.15 -1.69 -3.96 0.426
H -0.376 0.165 1.603 -0.41 1.39 -1.64 0.474
H -1.397 1.341 0.745 0.50 -1.65 0.31 0.473
```
Forces are in eV/Å.

## Properties
Net charge ... +1
2S+1 ... 1

=====

No. 7
The following is a quantum chemistry calculation of an isolated molecule of C3H7N5 at a distorted geometry, from the OMol25 dataset.

```
15
Properties=species:S:1:pos:R:3:forces:R:3:nbo_charge:R:1
H 0.567 -0.986 0.807 0.51 -2.22 -3.79 0.425
N 0.938 -1.583 -0.119 -0.92 1.00 2.30 -0.650
C 0.802 -1.329 -1.336 3.58 2.71 -0.47 0.218
N 0.173 -0.098 -2.075 -1.73 -1.94 4.75 -0.696
C -1.072 0.226 -1.241 -2.48 0.00 -4.69 0.296
N -1.110 0.624 -0.067 1.26 1.91 1.46 -0.514
C 0.145 1.067 0.393 2.59 -3.14 0.49 0.111
N 0.518 0.824 1.650 0.26 2.10 -3.56 -0.279
N -0.376 0.321 2.516 -2.80 2.47 5.57 -0.638
H 1.752 -1.563 -2.012 -2.39 -0.64 0.85 0.178
H 0.060 -0.588 -2.931 -1.22 0.46 -1.32 0.396
H -2.167 0.349 -1.695 2.56 -1.26 -0.08 0.195
H 0.942 0.965 -0.607 -1.54 1.49 3.67 0.230
H 0.053 0.554 3.628 -1.56 -0.96 -4.30 0.365
H -1.460 0.864 2.583 3.87 -1.99 -0.86 0.364
```
Forces are in eV/Å.

## Properties
2S+1 ... 1
SMILES ... [H]/N=C\N/C=N\C=N/N

=====

No. 8
The following is a quantum chemistry calculation of a structure of composition C3H7N5 at a distorted geometry, from the OMol25 dataset.

```
15
Properties=species:S:1:pos:R:3:forces:R:3:nbo_charge:R:1
C -1.769 1.224 -0.275 -0.36 -0.04 -0.02 -0.412
N 1.204 -0.275 0.441 0.23 -1.15 -0.15 -0.365
N -0.813 0.151 -0.093 0.09 1.58 -0.39 -0.467
C 0.624 0.246 -0.626 -1.43 -0.40 -0.38 0.592
C -0.671 -0.629 0.911 0.91 -1.12 0.42 0.724
N 2.425 -0.935 0.171 -0.17 0.17 0.28 -0.641
N 0.864 0.424 -1.865 0.84 0.60 0.62 -0.904
N -1.136 -1.456 1.689 0.10 0.68 0.14 -0.677
H 2.617 -1.575 0.933 -0.01 0.19 -0.04 0.357
H 2.371 -1.451 -0.709 -0.07 0.13 0.13 0.357
H 0.931 1.399 -2.146 -0.18 -0.35 -0.35 0.384
H -0.633 -1.620 2.557 0.00 -0.15 -0.25 0.399
H -1.384 2.153 0.150 0.02 -0.04 0.05 0.203
H -1.918 1.373 -1.347 -0.01 -0.12 0.09 0.229
H -2.712 0.971 0.210 0.04 0.01 -0.15 0.220
```
Forces are in eV/Å.

## Properties
2S+1 ... 1

=====

No. 9
The following is a quantum chemistry calculation of a structure of composition C3H7N5O2S2 at a distorted geometry, from the OMol25 dataset.

```
19
Properties=species:S:1:pos:R:3:forces:R:3:nbo_charge:R:1
C 4.203 0.537 0.180 0.36 -0.95 -0.49 0.353
C 1.883 0.775 0.084 -0.91 -0.38 -0.27 0.259
C -5.278 -1.140 -0.756 0.29 -1.65 0.80 -0.943
N -1.937 -0.447 1.021 -1.50 -0.08 0.01 0.431
N -0.852 -0.393 1.011 3.01 0.12 0.00 0.079
N 3.083 1.202 0.509 -0.35 1.80 0.89 -0.611
N 2.043 -0.279 -0.638 1.15 -0.23 0.02 -0.662
N 5.398 0.869 0.674 0.01 -0.91 -1.44 -0.732
O -3.119 -0.535 1.045 -1.16 -0.33 0.30 -0.416
O -4.186 1.028 -1.456 0.82 0.90 -0.79 -0.659
S 3.783 -0.862 -0.853 -1.08 1.77 1.10 0.569
S -4.689 0.442 -0.269 -1.26 -0.37 0.03 1.565
H -5.134 -1.292 -1.862 -0.02 0.23 1.15 0.311
H -4.654 -1.907 -0.102 -1.62 1.28 -1.34 0.313
H -6.379 -1.161 -0.484 1.14 -0.17 -0.10 0.316
H 2.920 2.135 0.933 1.61 -0.72 0.09 0.479
H 1.187 -0.721 -0.912 0.31 -1.02 -0.87 0.451
H 5.437 1.206 1.609 0.08 0.71 0.57 0.441
H 6.287 0.544 0.267 -0.89 0.00 0.34 0.455
```
Forces are in eV/Å.

## Properties
Net charge ... +2
2S+1 ... 1

=====

No. 10
The following is a quantum chemistry calculation of a structure of composition C3H7N6 at a distorted geometry, from the OMol25 dataset.

```
16
Properties=species:S:1:pos:R:3:forces:R:3:nbo_charge:R:1
C 2.786 0.298 -0.286 -0.69 1.67 4.21 0.169
C 0.871 0.173 0.698 2.97 0.20 -3.26 0.395
C -2.272 0.173 -0.670 -0.33 -1.01 0.12 0.788
N 2.096 0.776 0.842 0.78 -1.69 -2.57 -0.510
N 0.818 -0.571 -0.423 -4.01 -0.10 1.70 -0.387
N -1.662 1.029 -1.071 0.90 3.04 -0.74 -0.435
N 1.979 -0.457 -0.970 2.02 -1.66 -2.99 -0.304
N -0.109 0.525 1.596 -1.81 -5.25 1.28 -0.801
N -2.948 -0.836 -0.383 -1.34 -3.44 0.54 -0.803
H 3.852 0.316 -0.315 0.36 0.38 -0.70 0.233
H -1.288 1.939 -0.920 0.84 0.35 -0.19 0.487
H 2.199 -1.016 -1.839 -0.32 1.00 1.59 0.433
H 0.611 0.873 2.219 -1.00 0.40 1.89 0.415
H -3.742 -0.766 0.259 0.33 -0.11 -0.41 0.474
H -2.667 -1.775 -0.764 -0.35 1.28 0.68 0.483
H -0.524 -0.680 2.028 1.65 4.95 -1.15 0.364
```
Forces are in eV/Å.

## Properties
Net charge ... +1
2S+1 ... 1

=====

No. 11
The following is a quantum chemistry calculation of an isolated molecule of C3H7NO at a distorted geometry, from the OMol25 dataset.

```
12
Properties=species:S:1:pos:R:3:forces:R:3:nbo_charge:R:1
O 0.159 1.470 1.057 -0.14 -0.04 0.24 -0.725
C -0.768 1.067 0.085 -0.33 -0.03 -0.22 -0.062
C -0.517 -0.384 -0.352 -0.02 0.20 -0.30 -0.095
C 0.879 -0.627 -0.628 0.35 0.62 -0.57 -0.269
N 0.202 -1.093 0.691 1.17 0.76 -0.03 -0.700
H 0.281 0.678 1.615 0.15 0.19 -0.14 0.490
H -0.612 1.700 -0.798 -0.18 -0.08 0.14 0.178
H -1.802 1.207 0.429 0.07 -0.10 0.03 0.161
H -1.286 -0.833 -0.982 0.08 -0.11 0.25 0.202
H 1.619 0.135 -0.468 0.07 0.31 -0.35 0.217
H 1.080 -1.424 -1.354 0.22 0.24 0.42 0.191
H 0.813 -1.873 0.520 -1.46 -1.97 0.53 0.410
```
Forces are in eV/Å.

## Properties
2S+1 ... 1
SMILES ... OC[C@H]1CN1

=====

No. 12
The following is a quantum chemistry calculation of an isolated molecule of C3H7NO, from the OMol25 dataset.

```
12
Properties=species:S:1:pos:R:3:forces:R:3:nbo_charge:R:1
H -0.233 -2.024 1.117 -0.29 0.03 0.13 0.343
N -0.661 -1.106 1.015 0.25 0.16 -0.17 -0.723
C 0.141 -0.402 0.328 0.03 -0.16 0.04 0.575
C 1.469 -0.836 -0.236 0.05 -0.02 -0.02 -0.688
O -0.108 0.880 0.003 0.12 -0.09 -0.03 -0.509
C -1.320 1.468 0.464 -0.20 0.11 0.08 -0.257
H 1.455 -0.739 -1.324 0.05 0.04 0.11 0.234
H 1.696 -1.874 0.023 -0.12 0.22 -0.02 0.216
H 2.262 -0.194 0.156 -0.07 -0.04 -0.10 0.234
H -2.195 0.921 0.099 0.17 0.01 0.05 0.193
H -1.355 1.501 1.558 0.05 -0.08 -0.16 0.191
H -1.313 2.483 0.060 -0.04 -0.18 0.09 0.191
```
Forces are in eV/Å.

## Properties
2S+1 ... 1
SMILES ... [H]/N=C(\C)OC

=====

Computed values of ΔE to the lowest compared entry with this formula, charge and spin (unit: kJ/mol) for the preceding records, in sequence: 678.4 533.5 727.4 597.2 240.3 568.8 650.0 400.4 0.0 219.0 325.3 92.1.
Computed values of calculated total energy (unit: a.u.) for the preceding records, in sequence: -680.72384 -680.77904 -1078.88985 -337.07681 -337.21272 -412.33044 -392.05145 -392.14653 -1338.34282 -446.68634 -248.40258 -248.49140.